# C25H49N3O13P3S

3 unconnected molecules or ions with the total composition C25H49N3O13P3S in a non-equilibrium geometry (the ωB97M-V functional and the def2-TZVPD basis, OMol25).

Geometry as XYZ:
```
94
Properties=species:S:1:pos:R:3:forces:R:3:mulliken_charge:R:1
O -1.2591 -6.6389 1.7323 0.210 0.501 0.362 -0.6416
P -2.4939 -6.3280 1.0275 0.518 -1.116 -0.197 1.0356
O -3.8216 -6.6166 1.8706 0.372 0.521 -0.665 -0.4909
O -2.6030 -7.1667 -0.3431 -0.740 1.287 0.651 -0.5257
C -2.5524 -4.5592 0.5123 0.144 0.547 -0.151 -0.5576
C -1.3793 -3.8022 0.6958 -1.352 -1.125 -0.083 -0.9454
C -1.3841 -2.4919 0.2820 2.332 0.973 0.752 0.0690
C -0.0957 -1.6378 0.4162 -0.371 -0.586 -0.482 -0.3119
C 0.9236 -2.1975 1.4240 0.353 0.600 0.228 -0.6626
C 2.3094 -1.4945 1.3032 0.493 -0.782 0.422 -0.6751
C 3.4753 -2.5091 1.4602 -0.319 -0.502 0.033 -0.6474
O 4.0320 -2.7902 0.1709 0.249 0.275 0.481 -0.4395
N -2.4804 -1.9459 -0.2653 -0.240 0.295 -0.194 0.2700
C -3.6267 -2.6133 -0.4596 -0.941 -1.039 -0.253 0.1515
C -4.8609 -2.0154 -1.1110 0.849 0.826 -0.044 -1.2719
C -5.8176 -1.2892 -0.1318 -1.002 -0.075 -0.474 -0.6443
S -5.9514 -2.1116 1.4988 -0.269 -0.045 -0.116 -0.0624
C -7.6785 -2.0450 1.7936 -2.430 0.393 0.513 0.4936
N -8.3078 -1.9006 2.9165 1.929 0.232 1.204 -0.2858
N -9.6391 -1.9047 2.7107 -1.025 -0.297 -0.973 -0.4211
C -9.8248 -2.0575 1.4219 0.839 0.421 2.767 0.0350
O -8.6332 -2.1456 0.8343 0.743 -0.477 -3.141 -0.2961
C -3.6688 -3.9423 -0.0666 0.175 -0.485 0.213 0.2777
H -3.6417 -6.3379 2.7838 -0.226 -0.280 0.038 0.3546
H -2.8149 -6.5440 -1.0557 -0.041 -0.521 -0.266 0.3905
H -0.5367 -4.3079 1.1585 -0.051 0.387 -0.151 0.8015
H -0.3261 -0.5883 0.6568 -0.110 -0.280 -0.047 0.2376
H 0.3832 -1.6388 -0.5816 -0.232 0.054 0.233 0.3857
H 1.1201 -3.2707 1.3091 -0.315 0.283 -0.207 0.2319
H 0.5326 -2.0380 2.4418 0.069 -0.226 -0.264 0.2750
H 2.4581 -1.0371 0.3147 -0.140 0.123 0.362 0.4295
H 2.4537 -0.7635 2.1097 -0.352 0.142 -0.495 0.3951
H 3.1175 -3.4772 1.8629 -0.081 0.435 0.095 0.3070
H 4.2362 -2.1582 2.1753 -0.138 0.145 -0.424 0.4092
H 4.9565 -3.0190 0.3223 -0.097 -0.079 -0.277 0.2669
H -2.4292 -0.9744 -0.5678 0.064 -0.107 0.107 0.3721
H -5.3465 -2.8130 -1.6855 -0.042 0.160 0.433 0.4009
H -4.5400 -1.2673 -1.8571 -0.100 -0.236 0.188 0.4393
H -6.8218 -1.3430 -0.5793 0.343 0.033 0.138 0.4702
H -5.6055 -0.2137 -0.0532 0.287 -0.428 0.262 0.4931
H -10.8028 -2.0715 0.9593 0.540 -0.085 -0.527 0.4083
H -4.5878 -4.5106 -0.2105 0.170 0.259 0.028 0.4749
O 4.3775 0.5895 -2.6863 2.885 1.458 1.055 -0.7842
P 5.2680 0.2061 -3.8230 -4.759 -3.719 -4.172 1.1764
O 4.5056 0.8782 -5.1208 0.925 0.461 0.674 -0.3505
C 3.8830 2.1563 -5.0427 -0.329 0.402 -0.165 -0.2220
C 4.7964 3.2535 -5.5564 0.164 -0.124 -0.019 -1.0657
O 4.8518 -1.3640 -4.0051 0.700 0.145 0.284 -0.4136
C 4.2071 -2.0801 -2.9552 -0.224 -0.035 0.076 -0.4044
C 2.7060 -2.0889 -3.1676 -0.189 0.017 -0.140 -0.9682
O 6.6165 -0.1497 -4.6906 0.538 1.430 2.388 -0.3823
C 7.4914 0.8911 -5.1261 0.439 0.375 -0.310 -0.1026
C 8.0277 1.7227 -3.9801 -0.051 -0.114 0.132 -1.1180
H 3.5543 2.3903 -4.0291 0.071 -0.227 0.076 0.2801
H 2.9894 2.1101 -5.6690 0.036 -0.133 -0.007 0.3390
H 5.6869 3.3431 -4.9287 -0.049 0.065 0.030 0.2096
H 4.2810 4.2149 -5.5577 -0.006 -0.024 0.018 0.4075
H 5.1296 3.0359 -6.5723 -0.060 0.020 -0.008 0.2656
H 4.4688 -1.6717 -1.9823 -0.101 0.106 -0.049 0.3385
H 4.5828 -3.1052 -2.9818 0.088 0.054 -0.139 0.4025
H 2.3166 -1.0796 -3.3108 0.118 0.065 0.142 0.2863
H 2.1984 -2.5467 -2.3143 0.061 -0.054 0.009 0.2007
H 2.4545 -2.6539 -4.0676 0.012 -0.043 0.047 0.3619
H 6.9874 1.5096 -5.8711 -0.171 -0.009 0.096 0.1754
H 8.3220 0.4045 -5.6385 -0.124 -0.193 0.061 0.3258
H 7.2159 2.1888 -3.4097 0.004 0.069 -0.072 0.3498
H 8.6815 2.5111 -4.3540 -0.035 0.011 0.021 0.3635
H 8.5945 1.0990 -3.2872 0.018 0.012 -0.033 0.3235
O -0.3846 2.8291 2.1432 0.300 2.487 -2.236 -0.7608
P -1.4345 3.7541 2.6675 -2.362 -3.747 5.712 1.1514
O -0.9648 4.0018 4.2212 0.207 0.671 -1.076 -0.3469
C 0.4096 4.1488 4.5767 0.494 0.021 0.377 -0.2119
C 0.8045 5.6095 4.6778 -0.211 0.076 -0.089 -1.0792
O -2.6653 2.6890 2.8902 -0.116 0.448 -0.676 -0.4363
C -2.6644 1.4366 2.2330 0.055 -0.265 0.108 -0.2829
C -2.1162 0.3582 3.1475 0.045 -0.095 0.172 -0.8717
O -2.5724 4.9315 2.7242 1.722 0.160 -2.241 -0.3782
C -2.1866 6.3072 2.7669 0.051 0.708 0.092 -0.1043
C -1.3284 6.7107 1.5871 -0.037 -0.174 -0.104 -1.1053
H 1.0703 3.6321 3.8794 -0.208 -0.096 -0.124 0.2698
H 0.5348 3.6737 5.5514 -0.147 -0.045 -0.030 0.3500
H 0.7177 6.1038 3.7066 0.091 -0.014 0.003 0.2132
H 1.8355 5.7066 5.0197 -0.013 -0.030 -0.015 0.4088
H 0.1549 6.1388 5.3765 0.043 -0.034 0.042 0.2689
H -2.1059 1.4864 1.2941 0.125 0.026 0.078 0.3243
H -3.7027 1.2033 1.9751 -0.054 0.124 0.100 0.2658
H -1.1445 0.6303 3.5604 0.064 0.087 -0.219 0.2644
H -2.0081 -0.5900 2.6100 -0.068 -0.050 0.056 0.1468
H -2.7804 0.2083 3.9998 -0.063 -0.063 -0.091 0.3854
H -1.6934 6.5226 3.7163 0.093 -0.187 0.003 0.1806
H -3.1089 6.8886 2.7585 -0.098 -0.228 -0.008 0.3254
H -0.4124 6.1104 1.5347 0.038 0.072 0.069 0.3475
H -1.0467 7.7611 1.6619 0.033 -0.030 0.002 0.3645
H -1.8689 6.5604 0.6513 -0.008 0.038 0.020 0.3194
```
Positions in Å, forces in eV/Å.

Summary:
**Gap between HOMO and LUMO**: 7.258 eV
**Total charge**: +1
**E_tot**: -3546.523213 hartree
**HOMO**: -11.73 eV


# C2H3N2P

C2H3N2P in the gas phase in a non-equilibrium geometry (the ωB97M-V functional and the def2-TZVPD basis, OMol25).

Geometry as XYZ:
```
8
Properties=species:S:1:pos:R:3:forces:R:3:mulliken_charge:R:1
C -0.6283 -1.0388 0.0756 -0.367 -0.902 1.569 0.1712
N -0.4326 -0.1681 -0.8156 -0.306 -0.942 -1.732 -0.4287
C 0.4421 0.9090 -0.5443 -0.118 0.173 1.780 -0.5182
P 1.0107 0.2678 1.4234 -0.886 0.265 -1.433 0.2337
N -0.0577 -0.9213 1.3742 1.687 1.501 -0.266 -0.3607
H -1.2136 -1.9922 0.1194 0.037 1.201 -1.345 0.3261
H -0.3040 1.7438 -0.2087 1.670 -0.717 -0.679 0.2799
H 1.1835 1.1998 -1.4240 -1.719 -0.578 2.105 0.2967
```
Positions in Å, forces in eV/Å.

Summary:
**Gap between HOMO and LUMO**: 8.413 eV
**Total charge**: 0
**E_tot**: -528.799988 hartree
**HOMO**: -9.24 eV
**Energy above the lowest of the compared OMol25 structures with the same formula, charge and spin**: 26.1 kcal per mole
**Structure (SMILES)**: C1=NCP=N1


# C3H7NOS

C3H7NOS in the gas phase in a non-equilibrium geometry (the ωB97M-V functional and the def2-TZVPD basis, OMol25).

Geometry as XYZ:
```
13
Properties=species:S:1:pos:R:3:forces:R:3:mulliken_charge:R:1
C 1.5897 -1.1643 0.5719 0.873 -0.009 -0.022 -0.9706
N 0.6097 -0.3585 -0.1209 0.535 -0.389 -0.353 -0.1697
C -0.2036 0.4553 0.5471 -0.009 -1.869 0.008 0.1535
S -0.1110 0.5888 2.1858 -0.342 0.683 0.162 -0.3476
C -1.2959 0.9944 -0.3040 -0.200 2.232 -1.325 -0.2007
O -1.0903 0.6922 -1.7027 0.336 -0.164 0.432 -0.5353
H 2.1710 -1.8308 -0.0962 -0.426 0.724 0.007 0.3287
H 1.0915 -1.8072 1.2852 -0.166 -0.083 0.354 0.3475
H 2.2679 -0.4999 1.1388 -0.207 -0.446 -0.257 0.2990
H 0.4512 -0.5142 -1.1096 -0.104 0.208 0.213 0.2713
H -1.2273 2.1073 -0.2133 -0.335 -0.700 0.172 0.2039
H -2.3061 0.6824 -0.0556 0.185 -0.174 0.707 0.3165
H -1.9467 0.6544 -2.1265 -0.140 -0.012 -0.098 0.3034
```
Positions in Å, forces in eV/Å.

Summary:
**Gap between HOMO and LUMO**: 8.854 eV
**Total charge**: 0
**E_tot**: -646.677075 hartree
**HOMO**: -8.27 eV
**Energy above the lowest of the compared OMol25 structures with the same formula, charge and spin**: 21.9 kcal per mole
**Structure (SMILES)**: CNC(=S)CO